Molecular formula: C22H25N3O4
Method: DFT, ωB97M-V with the def2-TZVPD basis set

Positions of all 54 atoms, in Å:
C (1.24857, 3.28409, -1.10108)
C (1.09406, 2.09158, -0.20865)
C (2.09838, 1.12749, -0.11328)
C (1.95242, 0.00626, 0.72820)
C (0.78121, -0.12508, 1.47516)
C (-0.21974, 0.81570, 1.38720)
C (-0.07029, 1.92324, 0.54773)
O (-1.01087, 2.89665, 0.38688)
C (-2.25415, 2.76913, 1.05831)
C (-3.04342, 4.05049, 0.80448)
H (-4.01032, 3.98366, 1.29458)
H (-2.49800, 4.90278, 1.20099)
H (-3.19216, 4.19741, -0.26238)
C (-3.04543, 1.56135, 0.52761)
O (-3.70922, 0.84852, 1.24854)
N (-2.92566, 1.40662, -0.80282)
H (-2.31770, 2.04045, -1.30142)
C (-3.52328, 0.32392, -1.54762)
C (-2.45884, -0.55578, -2.20543)
H (-2.94963, -1.26420, -2.87460)
C (-1.62501, -1.32767, -1.17400)
N (-2.36873, -2.40219, -0.57873)
C (-3.10555, -2.37778, 0.56005)
N (-3.68841, -3.52045, 0.78974)
C (-3.32908, -4.33300, -0.23752)
C (-2.51436, -3.65954, -1.09912)
H (-2.02947, -3.95747, -2.00644)
H (-3.67671, -5.34518, -0.28925)
H (-3.19466, -1.51019, 1.18338)
H (-1.29336, -0.64902, -0.38290)
H (-0.73847, -1.74599, -1.66079)
H (-1.79016, 0.06928, -2.80149)
H (-4.12169, -0.25669, -0.84146)
H (-4.18608, 0.73634, -2.31581)
H (-2.10499, 2.64150, 2.13837)
H (-1.11407, 0.68188, 1.97380)
H (0.65950, -0.97707, 2.12495)
C (3.04247, -0.91718, 0.74631)
C (4.14955, -0.69488, -0.00074)
C (4.28663, 0.46034, -0.85583)
O (5.23107, 0.73345, -1.55496)
O (3.20979, 1.31733, -0.86419)
C (5.18121, -1.76211, 0.19145)
H (5.59792, -2.09924, -0.75692)
H (6.00713, -1.37031, 0.79034)
C (4.40656, -2.86509, 0.93568)
H (5.01723, -3.35154, 1.69320)
H (4.08271, -3.62608, 0.22510)
C (3.17196, -2.17595, 1.54734)
H (2.27877, -2.79805, 1.48887)
H (3.33336, -1.92164, 2.59824)
H (0.85668, 4.17015, -0.60776)
H (0.69031, 3.14036, -2.02604)
H (2.29452, 3.43089, -1.35096)

Atoms 1-6, force components in eV/Å:
C 0.05 -0.01 0.07
C 0.03 0.06 -0.07
C -0.74 -0.25 0.57
C -0.17 0.40 -0.16
C 0.33 0.12 -0.24
C -0.28 0.27 0.12

The SMILES is Cc1c(O[C@@H](C)C(=O)NCCCn2ccnc2)ccc2c3c(c(=O)oc12)CCC3. The value obtained for the relative energy (zero: lowest compared OMol25 entry of this formula, charge and spin) is 72.27 kJ/mol. The value obtained for the HOMO-LUMO gap is 0.3162 Eh.

Here are the Mulliken charges for atoms 1 to 8, given in e: number 1, C, carries -1.62; number 2, C, carries 1.04; number 3, C, carries -0.14; number 4, C, carries 0.19; number 5, C, carries -0.72; number 6, C, carries -1.28; number 7, C, carries 1.35; number 8, O, carries -0.59

***

Molecular formula: C32H78N11O16P3
Method: DFT, ωB97M-V with the def2-TZVPD basis set

Positions of all 140 atoms, in Å:
C (-1.69569, -6.79327, -2.05939)
N (-1.27426, -5.46445, -1.57259)
O (-2.10004, -4.60850, -1.35153)
O (-0.11866, -5.25314, -1.43523)
H (-1.21746, -7.51481, -1.39698)
H (-1.53477, -6.93294, -3.12835)
H (-2.76057, -6.77587, -1.82744)
C (5.07667, 1.62962, 0.27214)
N (4.66983, 1.45965, -1.12096)
O (4.03283, 2.34648, -1.67959)
O (4.85416, 0.33459, -1.60593)
H (5.00229, 0.71603, 0.86201)
H (4.44766, 2.41733, 0.68678)
H (6.10542, 1.98913, 0.29562)
C (-1.48454, -1.22799, -1.09473)
C (0.02720, -1.41750, -0.94372)
C (0.93880, -0.85908, -2.04926)
O (1.95248, -0.18527, -1.35792)
C (1.59520, -0.10110, -0.00617)
O (2.22327, 0.54091, 0.82561)
O (0.46017, -0.73570, 0.24286)
H (-1.86407, -0.34182, -1.60340)
H (-2.04499, -1.18891, -0.16067)
H (-1.91345, -2.10038, -1.58776)
H (0.30184, -2.46722, -0.83998)
H (0.44592, -0.09123, -2.64556)
H (1.19108, -1.62884, -2.77859)
C (3.41685, -4.05792, 0.20606)
C (3.73991, -3.03939, -0.91921)
C (5.13987, -3.19951, -1.40511)
O (5.01621, -3.46456, -2.77129)
C (3.74191, -3.50237, -3.18461)
O (3.29124, -3.91707, -4.25746)
O (2.99854, -3.45451, -2.06321)
H (3.77723, -3.70277, 1.17151)
H (3.94860, -4.99875, 0.06398)
H (2.33906, -4.21535, 0.16508)
H (3.57348, -1.97698, -0.74118)
H (5.70095, -4.05408, -1.02694)
H (5.70390, -2.30971, -1.12545)
C (1.22552, -3.71647, -6.76413)
C (-0.13979, -3.87138, -5.99757)
C (-0.07725, -3.32338, -4.59345)
O (-1.25645, -2.56119, -4.51473)
C (-1.82551, -2.46984, -5.74008)
O (-2.92343, -1.95034, -5.98688)
O (-1.07713, -3.11892, -6.64723)
H (1.99840, -4.31605, -6.28323)
H (1.56772, -2.68282, -6.81474)
H (1.19912, -4.01956, -7.81081)
H (-0.39752, -4.93042, -6.00682)
H (0.83239, -2.72667, -4.52564)
H (-0.07576, -4.11127, -3.84025)
O (-3.58619, 4.78732, -2.92783)
P (-3.21459, 3.42257, -3.34493)
N (-2.05271, 2.72080, -2.27267)
C (-2.41592, 2.16728, -0.96543)
C (-0.76804, 3.37613, -2.20255)
N (-2.36200, 3.40017, -4.82085)
C (-1.96819, 4.65458, -5.38719)
C (-1.96905, 2.15459, -5.47970)
N (-4.46404, 2.27213, -3.44703)
C (-5.81541, 2.73796, -3.72377)
C (-4.30718, 0.81114, -3.37816)
H (-3.40001, 1.72358, -1.11642)
H (-2.43583, 3.00191, -0.26463)
H (-1.69455, 1.41079, -0.65652)
H (-0.18974, 3.28383, -3.12187)
H (-0.16000, 2.75347, -1.54628)
H (-0.74300, 4.38531, -1.79143)
H (-1.01931, 4.96352, -4.94871)
H (-1.77061, 4.54884, -6.45390)
H (-2.70785, 5.43489, -5.20795)
H (-1.29750, 1.62902, -4.80080)
H (-2.83728, 1.52366, -5.67000)
H (-1.42414, 2.32802, -6.40765)
H (-6.39179, 2.80019, -2.80072)
H (-5.86344, 3.69369, -4.24567)
H (-6.24403, 1.96348, -4.35984)
H (-4.86380, 0.36783, -4.20384)
H (-4.87828, 0.49453, -2.50541)
H (-3.24244, 0.57840, -3.39516)
O (-1.56251, -2.65193, 4.48764)
P (-0.13363, -3.07075, 4.64666)
N (0.28262, -4.14720, 5.89281)
C (1.59991, -4.33572, 6.41988)
C (-0.66439, -5.22525, 6.32141)
N (0.87636, -1.71567, 4.80933)
C (0.76120, -0.97192, 6.08214)
C (1.12856, -0.88272, 3.69709)
N (0.46293, -3.92426, 3.27945)
C (1.83963, -4.43966, 3.23846)
C (-0.45066, -4.50993, 2.39398)
H (1.99713, -5.29942, 6.10114)
H (1.73053, -4.30181, 7.50149)
H (2.26954, -3.54301, 6.08628)
H (-0.43167, -5.49866, 7.35058)
H (-0.69949, -5.99625, 5.55171)
H (-1.68394, -4.84135, 6.35641)
H (-0.18327, -0.45373, 6.24817)
H (0.87490, -1.72218, 6.86463)
H (1.54051, -0.21725, 6.18816)
H (1.18904, -1.46436, 2.77722)
H (0.31107, -0.16355, 3.64625)
H (1.99654, -0.23129, 3.79879)
H (1.81038, -5.29567, 3.91262)
H (2.07073, -4.90509, 2.28031)
H (2.59482, -3.69370, 3.48614)
H (-1.50447, -4.26975, 2.53504)
H (-0.53363, -5.58632, 2.54436)
H (-0.20880, -4.28417, 1.35540)
O (1.53849, 5.99078, 4.19045)
P (0.32947, 5.49058, 3.46674)
N (0.40360, 3.87145, 3.02443)
C (1.75261, 3.35258, 2.63654)
C (-0.72256, 3.20355, 2.39528)
N (-0.10206, 6.33133, 2.03217)
C (0.97091, 6.95373, 1.22802)
C (-1.38988, 6.08928, 1.35406)
N (-1.15254, 5.63043, 4.33598)
C (-1.80572, 6.92439, 4.39439)
C (-1.34605, 4.76923, 5.48199)
H (2.47916, 3.85728, 3.27333)
H (1.97220, 3.47315, 1.57572)
H (1.73001, 2.27682, 2.81071)
H (-1.67105, 3.60280, 2.75454)
H (-0.62788, 2.13060, 2.56235)
H (-0.77134, 3.39036, 1.32251)
H (1.61895, 6.25033, 0.70516)
H (0.51696, 7.48238, 0.38984)
H (1.57948, 7.56016, 1.89882)
H (-1.34340, 5.28444, 0.62045)
H (-2.19668, 5.90526, 2.06349)
H (-1.62100, 6.98009, 0.76998)
H (-1.56424, 7.41152, 5.33911)
H (-1.47264, 7.62870, 3.63210)
H (-2.88963, 6.80958, 4.38619)
H (-2.22439, 5.05288, 6.06178)
H (-0.46184, 4.78082, 6.11928)
H (-1.47635, 3.71398, 5.24209)

Atoms 1-6, force components in eV/Å:
C -1.36 -0.17 0.97
N -0.88 0.87 -0.49
O -1.31 -0.17 -0.04
O 2.99 -0.29 0.18
H 0.22 -0.06 -0.51
H 0.36 0.18 0.29

The total charge is -1. The value obtained for the HOMO-LUMO gap (spin up / spin down) is 0.0704 / 0.2073 Eh. Its spin multiplicity is 2.

Here are the Mulliken charges for atoms 1 to 8, given in e: number 1, C, carries -0.87; number 2, N, carries 0.92; number 3, O, carries -0.54; number 4, O, carries -0.42; number 5, H, carries 0.30; number 6, H, carries 0.25; number 7, H, carries 0.35; number 8, C, carries -0.81

***

Molecular formula: C11H10F2
Method: DFT, ωB97M-V with the def2-TZVPD basis set

Positions of all 23 atoms, in Å:
C (0.77334, -2.93983, -0.09222)
C (1.87318, -2.03320, -0.02794)
C (-0.59142, -2.52013, -0.06053)
C (1.66078, -0.66029, -0.01507)
C (-0.78231, -1.15816, 0.00971)
C (0.31906, -0.22706, -0.01366)
C (-2.06665, -0.46523, 0.05063)
C (-1.96019, 0.82109, -0.13307)
C (-0.12920, 1.19930, 0.01239)
C (0.17180, 2.01334, -1.21882)
C (0.21804, 1.88222, 1.30962)
F (-3.17488, -1.26894, 0.10399)
F (-2.86183, 1.80554, -0.28651)
H (0.98283, -3.98686, 0.05491)
H (2.86841, -2.45346, 0.19983)
H (-1.37497, -3.35656, -0.26396)
H (2.43861, 0.16218, -0.08137)
H (-0.19206, 1.57065, -2.19645)
H (1.32111, 2.31519, -1.24346)
H (-0.44642, 3.00634, -1.03388)
H (1.20446, 1.48103, 1.83531)
H (-0.64683, 1.76392, 1.94837)
H (0.39514, 3.04893, 1.14221)

Atoms 1-6, force components in eV/Å:
C 0.11 1.22 0.93
C -0.46 -1.30 0.68
C 1.02 -2.00 -1.09
C -1.15 1.53 -0.52
C 0.96 0.90 0.06
C -0.18 -1.55 0.07

The SMILES is CC1(C)C(F)=C(F)c2ccccc21. The value obtained for the relative energy (zero: lowest compared OMol25 entry of this formula, charge and spin) is 0.00 kJ/mol. The value obtained for the HOMO-LUMO gap is 0.3400 Eh.

Here are the Mulliken charges for atoms 1 to 8, given in e: number 1, C, carries -0.37; number 2, C, carries -0.66; number 3, C, carries -0.63; number 4, C, carries -0.35; number 5, C, carries 0.52; number 6, C, carries -0.40; number 7, C, carries 0.39; number 8, C, carries -0.05

***

Molecular formula: C11H21AlCl2N2O
Method: DFT, ωB97M-V with the def2-TZVPD basis set

Positions of all 38 atoms, in Å:
C (1.99145, 3.32490, -0.45328)
C (0.98367, 2.25270, 0.15264)
Cl (-0.58289, 2.44690, -0.85547)
C (0.62545, 2.55131, 1.70634)
Cl (-0.60067, 3.95372, 1.66394)
Al (2.38976, 3.05698, 2.62284)
C (2.46515, 2.60107, 4.61534)
C (2.95150, 1.10740, 4.80215)
O (2.06746, 0.23008, 4.80320)
H (1.97263, 3.15721, -1.58383)
H (1.59056, 4.36474, -0.28700)
H (3.05814, 3.17562, -0.13461)
H (1.38782, 1.20564, 0.05993)
H (0.10244, 1.64606, 2.15183)
H (3.54672, 2.20264, 1.88192)
H (2.65969, 4.59870, 2.31460)
H (3.30292, 3.24066, 5.06380)
H (1.53032, 2.83311, 5.20045)
H (4.05459, 0.90962, 4.95799)
C (-2.29464, -5.19399, -1.52514)
C (-1.12948, -4.28002, -1.19262)
N (-1.38632, -2.88081, -1.55713)
C (-0.99015, -1.77893, -0.82408)
C (-1.40888, -0.67882, -1.50335)
N (-2.04094, -1.13200, -2.63845)
C (-2.00108, -2.46552, -2.66614)
C (-2.66418, -0.30552, -3.66702)
H (-2.48885, -5.21625, -2.59921)
H (-2.08021, -6.21394, -1.20508)
H (-3.20584, -4.85755, -1.02578)
H (-0.22632, -4.60054, -1.71684)
H (-0.92962, -4.32148, -0.12080)
H (-0.45410, -1.91904, 0.09824)
H (-1.33275, 0.38474, -1.32100)
H (-2.40546, -3.08891, -3.44710)
H (-3.72474, -0.55067, -3.72697)
H (-2.18450, -0.50788, -4.62485)
H (-2.54868, 0.74809, -3.41949)

Atoms 1-6, force components in eV/Å:
C -0.83 -0.66 -1.46
C 0.73 1.26 1.68
Cl 0.54 -0.62 -0.36
C -0.36 -0.85 -1.78
Cl 0.72 -0.59 0.81
Al 0.24 0.11 0.35

The value obtained for the HOMO-LUMO gap is 0.2371 Eh.

Here are the Mulliken charges for atoms 1 to 8, given in e: number 1, C, carries -1.18; number 2, C, carries -0.07; number 3, Cl, carries -0.34; number 4, C, carries -0.24; number 5, Cl, carries -0.25; number 6, Al, carries 0.35; number 7, C, carries -0.52; number 8, C, carries 0.00

***

Molecular formula: C5H11NO
Method: DFT, ωB97M-V with the def2-TZVPD basis set

Positions of all 18 atoms, in Å:
O (2.34175, 0.89207, 0.82031)
C (2.18336, 0.86424, -0.36805)
C (1.35398, -0.11310, -1.17193)
C (0.16294, -0.85259, -0.51502)
C (-0.52469, -0.23401, 0.71860)
C (-1.93638, 0.28938, 0.37598)
N (-2.88892, -0.77146, 0.18003)
H (2.72383, 1.57847, -1.01451)
H (1.00754, 0.45844, -2.03044)
H (2.07406, -0.86629, -1.48078)
H (0.49191, -1.86425, -0.26195)
H (-0.58001, -0.99151, -1.29841)
H (0.01668, 0.62342, 1.10736)
H (-0.57837, -0.96870, 1.51787)
H (-1.78167, 0.86429, -0.54761)
H (-2.29745, 0.95961, 1.15340)
H (-2.55239, -1.68677, -0.05565)
H (-3.83408, -0.69065, 0.49168)

Atoms 1-6, force components in eV/Å:
O -0.08 -0.09 0.21
C 0.01 -0.27 -0.20
C -0.56 0.33 0.79
C 0.34 -0.32 0.34
C -0.57 0.55 -0.22
C 0.56 -0.49 -0.09

The SMILES is NCCCCC=O. The value obtained for the relative energy (zero: lowest compared OMol25 entry of this formula, charge and spin) is 160.64 kJ/mol. The value obtained for the HOMO-LUMO gap is 0.3503 Eh.

Here are the Mulliken charges for atoms 1 to 8, given in e: number 1, O, carries -0.48; number 2, C, carries 0.00; number 3, C, carries -0.58; number 4, C, carries -0.58; number 5, C, carries -0.63; number 6, C, carries -0.55; number 7, N, carries -0.41; number 8, H, carries 0.36